C45H61CaGe2N4SSi | wB97M-V/def2-TZVPD

```
115
Properties=species:S:1:pos:R:3:lowdin_charge:R:1
Ca -0.85440 -0.91764 1.23970 1.158
C 5.34347 0.48892 1.00884 -0.182
C 4.19514 0.95858 0.18137 -0.336
Ge 2.35066 0.49365 0.78778 0.854
C 2.05961 -1.20325 1.75324 -0.353
C 2.17972 -1.02046 3.30004 -0.146
C 1.91659 2.06297 1.86611 -0.262
C 0.89420 2.24239 2.73468 -0.384
Ge -0.87549 1.83653 1.74648 0.829
C -0.95164 3.29928 0.38478 -0.416
C -0.35267 4.66159 0.71303 -0.173
C -2.60430 2.14948 2.78716 -0.444
C -3.42037 3.35791 2.47416 -0.191
C 1.03468 2.71358 4.10815 -0.226
C 2.37221 2.91099 4.62781 -0.038
C 2.55233 3.27296 5.93693 -0.107
C 1.48888 3.45962 6.83742 -0.060
C 0.18990 3.38461 6.27787 -0.082
C -0.03679 3.06657 4.95390 -0.045
H 6.09516 1.24306 1.13768 0.060
H 5.87776 -0.29180 0.46498 0.064
H 5.13160 0.14934 2.04489 0.070
H 4.35507 0.63464 -0.86720 0.065
H 4.20069 2.04876 0.11605 0.067
H 2.90079 -1.88147 1.54057 0.069
H 1.20608 -1.75497 1.44501 -0.031
H 3.00351 -0.36302 3.53329 0.059
H 2.34281 -2.00938 3.76406 0.077
H 1.28281 -0.57640 3.75310 0.060
H 2.64713 2.88557 1.87222 0.068
H -2.00403 3.44794 0.13767 0.036
H -0.43399 2.88494 -0.47868 -0.008
H -0.84521 5.34088 0.05662 0.043
H 0.71002 4.76669 0.52587 0.055
H -0.48815 5.00567 1.79661 0.089
H -2.33697 2.01727 3.81934 0.013
H -3.15522 1.23787 2.57786 0.008
H -2.92756 4.32495 2.66465 0.075
H -4.38249 3.40521 2.98901 0.066
H -3.65231 3.29127 1.40054 0.059
H 3.25940 2.68354 3.99585 0.113
H 3.56076 3.32106 6.36894 0.106
H 1.62066 3.56564 7.91550 0.104
H -0.64698 3.64081 6.84093 0.079
H -1.05114 3.14446 4.54784 0.084
C 1.46928 0.44037 -1.02809 -0.331
Si 1.48446 -1.18583 -2.08448 0.691
C -0.40124 -1.69095 -2.43570 -0.231
N -1.36448 -1.62977 -1.34111 -0.280
C -2.57523 -0.82747 -1.65982 -0.211
C -3.49987 -1.44516 -2.77530 -0.160
C -3.34053 -2.98632 -2.86008 -0.177
C -3.03169 -3.56404 -1.45242 -0.179
C -1.77681 -2.99518 -0.76997 -0.181
C 2.58817 -0.68468 -3.45348 -0.247
C 3.50822 -1.61246 -4.11783 -0.076
C 4.36752 -1.17193 -5.07697 -0.096
C 4.29924 0.11950 -5.59711 -0.070
C 3.38542 1.02196 -5.05889 -0.058
C 2.54715 0.59223 -4.00108 -0.100
C 2.35356 -2.79239 -1.58524 -0.284
C 3.68352 -2.72152 -1.13754 -0.113
C 4.28116 -3.81662 -0.46911 -0.052
C 3.62702 -5.10748 -0.44292 -0.068
C 2.41115 -5.18475 -1.09223 -0.104
C 1.73308 -4.04771 -1.60831 -0.101
H 0.48444 0.96145 -1.03564 -0.013
H 2.03154 1.15454 -1.61440 -0.002
H -0.48175 -2.65050 -2.97079 0.072
H -0.67696 -0.93217 -3.22895 0.090
H -2.27829 0.22478 -1.86346 0.021
H -3.13414 -0.78408 -0.72336 0.095
H -3.43267 -0.97412 -3.77379 0.102
H -4.56413 -1.16883 -2.54776 0.118
H -2.51494 -3.34901 -3.56675 0.124
H -4.29774 -3.39637 -3.25948 0.116
H -2.91446 -4.63172 -1.56587 0.102
H -3.87220 -3.54392 -0.75482 0.106
H -0.89895 -3.68716 -0.86406 0.109
H -1.99028 -2.95960 0.31409 0.052
H 3.40141 -2.66349 -3.91902 0.095
H 4.97164 -1.93999 -5.56903 0.112
H 4.89635 0.39376 -6.42344 0.092
H 3.36744 2.02136 -5.39532 0.088
H 1.78036 1.29096 -3.58144 0.092
H 4.31772 -1.85941 -1.28890 0.098
H 5.27618 -3.72281 -0.09009 0.091
H 4.12465 -5.97470 0.02486 0.110
H 1.95144 -6.15827 -1.31561 0.106
H 0.74758 -4.22875 -2.13401 0.102
N -4.38246 -5.08021 5.14746 0.107
C -3.65840 -4.40058 4.18150 -0.267
C -4.29557 -3.44064 3.30934 -0.013
C -3.57971 -2.49385 2.58965 -0.156
N -2.23235 -2.53478 2.62514 -0.127
C -1.58396 -3.44840 3.44657 -0.115
C -2.22631 -4.52794 4.04723 0.003
H -5.12054 -4.49060 5.59514 0.132
H -3.84550 -5.55366 5.88410 0.116
H -5.39201 -3.39177 3.28767 0.117
H -4.02117 -1.73346 1.89551 0.127
H -0.54368 -3.23000 3.63533 0.102
H -1.64305 -5.43406 4.20091 0.119
S -1.49623 2.13228 -3.23577 0.672
C -2.16091 3.24868 -4.27065 -0.809
N -1.73341 4.53671 -4.22992 0.045
C -2.40376 5.53424 -4.96090 -0.045
C -3.40781 5.22833 -5.85354 -0.074
C -3.84212 3.89573 -5.95971 -0.039
C -3.19498 2.91593 -5.19613 -0.086
H -0.94235 4.75620 -3.59305 0.156
H -2.15356 6.58280 -4.75960 0.128
H -3.94664 6.05154 -6.28117 0.103
H -4.52996 3.50163 -6.67578 0.105
H -3.45882 1.86337 -5.31724 0.102
```

Results
* E_tot: -7489.14351 a.u.
* charge: +1
* largest force on an atom: 0.06199 Eh/bohr
* highest occupied orbital energy: -8.63 eV
* spin multiplicity: 1

C45H61Cl2F8I2N2O29P | wB97M-V/def2-TZVPD

```
150
Properties=species:S:1:pos:R:3:lowdin_charge:R:1
C 5.34686 2.30533 3.94210 -0.102
O 5.67732 1.02952 3.43735 -0.179
C 5.26790 -0.00816 4.28980 -0.256
C 5.69697 -1.35320 3.74373 -0.156
C 4.61036 -2.39443 4.00287 -0.194
C 4.95912 -3.67290 3.22122 -0.186
C 4.13274 -3.78866 1.93668 -0.209
C 2.66198 -4.06557 2.19954 -0.205
C 1.86902 -4.01548 0.90221 -0.198
C 0.36246 -4.17752 1.11274 -0.225
C -0.15401 -3.28689 2.23212 -0.149
C -1.60557 -2.83988 2.19860 -0.495
C -2.07803 -2.63139 3.61984 -0.049
O -1.92298 -1.74608 1.32328 -0.144
C -1.36555 -0.48864 1.55766 -0.274
C -0.32417 -0.02194 0.49335 -0.629
I -0.31242 -1.30542 -1.22941 1.125
C 1.09510 0.20601 1.07757 -0.730
C 2.21811 -0.05966 0.10493 -0.286
I 1.23155 2.33144 1.53131 1.043
C -2.52177 0.52897 1.47947 -0.369
C -3.67012 0.28013 2.45476 0.036
C -3.40956 0.90054 3.80264 -0.461
O -3.74219 2.03083 4.02725 0.164
O -2.81114 0.13760 4.76929 0.088
O -1.87085 1.76103 1.90646 -0.017
C -2.40107 2.84583 1.44520 -0.338
N -2.88182 3.81231 1.06126 0.229
O -2.94771 0.74436 0.17420 -0.001
C -4.02213 -0.01204 -0.28029 -0.400
F -5.16624 0.71437 -0.10044 0.048
C -3.87542 -0.29611 -1.75004 -0.642
Cl -3.87222 -1.96743 -2.16067 0.741
C -3.73844 0.60213 -2.70615 -0.729
C -3.56791 0.22000 -4.12894 -0.113
Cl -3.74678 2.26488 -2.30226 0.783
P -2.65714 -4.22248 1.59434 0.542
N -2.22918 -5.61353 2.12418 -0.122
O -2.68708 -4.04574 0.02543 -0.154
O -4.15332 -3.82964 2.07798 -0.141
H 4.65082 2.23681 4.75827 0.080
H 6.25048 2.80315 4.25725 0.083
H 4.90421 2.89036 3.16093 0.071
H 4.19141 0.00552 4.40852 0.116
H 5.66781 0.12659 5.28629 0.118
H 5.76907 -1.24829 2.67408 0.113
H 6.60192 -1.69325 4.21109 0.115
H 3.69427 -1.96883 3.64096 0.096
H 4.56411 -2.65968 5.03542 0.065
H 5.98634 -3.63930 2.90868 0.102
H 4.74970 -4.55519 3.80216 0.097
H 4.18159 -2.82870 1.43619 0.101
H 4.53145 -4.50152 1.23621 0.111
H 2.28802 -3.40659 2.95552 0.090
H 2.62210 -5.09499 2.51970 0.122
H 2.07396 -3.15462 0.28744 0.073
H 2.18316 -4.86888 0.32431 0.113
H 0.20555 -5.20751 1.37107 0.093
H -0.13781 -4.02408 0.17337 0.053
H -0.06355 -3.85606 3.13717 0.118
H 0.52342 -2.45187 2.32792 0.109
H -1.46478 -1.89193 4.09761 0.086
H -3.11234 -2.37030 3.67340 0.062
H -1.90505 -3.54207 4.16095 0.090
H -0.89116 -0.37044 2.51967 0.156
H -0.62632 0.92320 0.10724 0.025
H 1.21821 -0.27296 2.02924 0.057
H 3.11627 0.41078 0.46927 0.046
H 1.98636 0.42905 -0.81992 0.041
H 2.44932 -1.10053 0.00001 0.021
H -4.57269 0.74852 2.12008 0.137
H -3.86642 -0.77470 2.51831 0.118
H -3.48910 -0.13279 5.39270 0.126
H -4.13439 -0.95696 0.22240 0.134
H -2.65157 -0.34334 -4.17722 0.076
H -3.44821 1.08639 -4.74702 0.050
H -4.34860 -0.44251 -4.44658 0.076
H -2.94013 -6.06612 2.67313 -0.019
H -3.26226 -4.71174 -0.36252 0.089
H -4.54397 -4.58390 2.51898 0.072
C -1.93706 3.66281 -7.95293 -0.036
C -3.29457 3.08574 -7.60910 -0.298
O -3.03475 1.68466 -7.60898 0.093
C -1.71818 1.52558 -7.27150 -0.563
O -1.23593 0.50628 -6.92750 0.184
O -1.04940 2.69119 -7.37743 0.084
F -4.22184 3.36807 -8.55576 0.081
H -1.78233 3.70819 -9.03084 0.148
H -1.76853 4.64558 -7.52443 0.142
H -3.68138 3.38074 -6.63266 0.174
C 5.89932 0.14762 -2.54683 -0.038
C 5.02489 -1.04965 -2.84524 -0.299
O 4.12498 -0.53379 -3.81265 0.125
C 4.77751 0.45932 -4.47928 -0.552
O 4.42602 0.92512 -5.50736 0.179
O 5.88686 0.83444 -3.80987 0.081
F 4.31735 -1.45104 -1.75770 0.069
H 5.46419 0.78291 -1.77779 0.144
H 6.91030 -0.11964 -2.25594 0.140
H 5.55360 -1.90766 -3.26223 0.176
C 5.16086 -4.98356 8.85220 -0.044
C 5.53503 -5.42945 7.45493 -0.306
O 5.07955 -4.34209 6.66558 0.117
C 5.12870 -3.21973 7.44063 -0.539
O 5.06691 -2.11150 7.03603 0.184
O 5.26678 -3.55611 8.74354 0.080
F 4.88200 -6.55708 7.08554 0.079
H 4.13504 -5.25651 9.09926 0.145
H 5.82808 -5.36669 9.61779 0.139
H 6.60429 -5.56889 7.29265 0.175
C -1.80646 6.19408 2.95058 -0.065
C -0.32755 6.02616 3.19383 -0.292
O 0.18910 7.29302 2.80992 0.130
C -0.79592 8.21498 3.02398 -0.557
O -0.62696 9.38392 3.05501 0.177
O -1.98584 7.60169 3.20298 0.070
F 0.21686 5.06004 2.40214 -0.044
H -2.07814 5.97331 1.91845 0.117
H -2.41570 5.59441 3.61659 0.105
H -0.05844 5.82640 4.23128 0.176
C 2.23655 -1.85523 -8.37025 -0.044
C 3.37270 -1.69109 -7.38562 -0.309
O 4.36921 -2.54514 -7.93218 0.129
C 4.17058 -2.59321 -9.28106 -0.557
O 4.95565 -2.99540 -10.06428 0.185
O 2.94419 -2.10756 -9.59454 0.070
F 3.03400 -2.13143 -6.14786 0.074
H 1.61153 -2.71416 -8.12472 0.143
H 1.61260 -0.97080 -8.45290 0.137
H 3.76321 -0.67657 -7.30914 0.157
C -6.49312 7.35731 4.54336 -0.044
C -5.75234 8.42044 5.32729 -0.305
O -4.73403 7.66411 5.96224 0.141
C -4.46697 6.59377 5.16660 -0.544
O -3.50559 5.91199 5.25549 0.166
O -5.44346 6.42473 4.25027 0.082
F -6.53748 8.99925 6.26963 0.074
H -7.25650 6.87006 5.15003 0.144
H -6.94576 7.73328 3.63130 0.140
H -5.29437 9.19961 4.71756 0.176
C -5.21847 0.47883 -9.41362 -0.064
C -6.18709 -0.60440 -9.83518 -0.307
O -6.89983 0.02314 -10.88752 0.131
C -6.06450 0.94224 -11.45759 -0.551
O -6.24007 1.45358 -12.50507 0.191
O -5.00171 1.17506 -10.64970 0.070
F -7.05122 -0.93193 -8.84066 0.073
H -5.66011 1.15762 -8.68540 0.137
H -4.28909 0.08868 -9.01729 0.128
H -5.71700 -1.51446 -10.20971 0.173
```

Results
* E_tot: -6698.89502 a.u.
* structure (SMILES): COCCCCCCCCC[C@@](C)(O[C@@H]([C@H](I)[C@@H](C)I)[C@@](CC(=O)O)(OC#N)O[C@@H](F)/C(Cl)=C(/C)Cl)P(=N)(O)O.O=C1OC[C@@H](F)O1.O=C1OC[C@@H](F)O1.O=C1OC[C@@H](F)O1.O=C1OC[C@@H](F)O1.O=C1OC[C@@H](F)O1.O=C1OC[C@@H](F)O1.O=C1OC[C@@H](F)O1
* largest force on an atom: 0.03406 Eh/bohr
* highest occupied orbital energy: -9.17 eV
* spin multiplicity: 1

C45H61NO16 | wB97M-V/def2-TZVPD

```
123
Properties=species:S:1:pos:R:3:lowdin_charge:R:1
C 1.32782 1.07805 0.76193 0.027
C -0.09173 0.61715 0.67246 -0.331
O -0.99660 1.22144 1.25236 0.081
N -0.44976 -0.40787 -0.38075 0.038
H -0.50639 0.04866 -1.30361 0.112
H 0.37219 -1.18854 -0.47817 0.051
C -1.81002 -0.98891 -0.26633 -0.013
H 1.89911 0.20313 1.07469 0.075
H 1.53736 1.77516 1.47019 0.027
H 1.73655 1.42789 -0.26151 0.123
H -1.60946 -1.57871 0.51057 0.025
H -1.95357 -1.68064 -1.14214 0.106
H -2.66287 -0.24033 0.17949 0.141
O 1.29713 -2.18340 -0.40934 -0.319
H 2.09742 -2.43398 0.12276 0.035
C 2.32684 -1.97203 3.48039 -0.063
C 1.27724 -3.00620 3.06173 -0.475
C 0.49989 -3.69149 4.25861 -0.042
O 0.38618 -2.31451 2.26713 -0.058
H 2.05970 -1.32513 4.35736 0.097
H 3.00136 -1.43337 2.78163 0.078
H 2.93984 -2.60307 3.92102 0.006
H 1.87543 -3.86497 2.67127 0.145
H -0.08052 -4.56773 4.15790 0.040
H -0.28699 -2.97650 4.85572 0.127
H 1.24858 -4.11148 4.90482 0.055
H 0.81332 -2.15530 1.42834 0.012
C 4.95885 -1.37424 -2.67123 0.029
C 3.98584 -0.13574 -2.24097 -0.421
C 4.05594 1.07940 -3.09734 -0.073
O 2.63767 -0.59003 -2.44521 -0.079
H 5.89765 -1.23455 -2.36829 0.010
H 4.76243 -1.76585 -3.49783 -0.017
H 4.80082 -2.13051 -1.68901 0.147
H 4.18141 0.14157 -1.19862 0.131
H 5.07391 1.35260 -3.02529 0.057
H 3.27779 1.99691 -2.79670 0.146
H 3.94974 0.94552 -4.14711 0.062
H 2.49059 -1.28363 -1.86074 -0.001
C -0.15534 -0.19295 -5.07618 -0.011
C -0.39855 1.08234 -4.06360 -0.365
C -1.92077 1.27438 -3.78525 -0.025
O 0.18978 0.85202 -2.76700 -0.085
H -0.65035 -1.18091 -4.70953 0.094
H 0.79718 -0.39473 -5.20839 -0.008
H -0.56236 -0.15877 -6.11290 0.084
H 0.07959 2.06581 -4.56334 0.168
H -2.37795 1.59228 -4.66851 0.070
H -2.11665 2.07191 -3.19389 0.030
H -2.05201 0.30080 -3.46976 0.056
H 1.11363 0.71905 -2.92159 0.037
C 1.35775 -4.99040 -3.35441 -0.029
C 0.31942 -3.87527 -3.13666 -0.409
C -0.94245 -3.99018 -4.08253 -0.019
O -0.25543 -3.72993 -1.85012 -0.027
H 2.19186 -4.90068 -2.52721 0.113
H 1.83645 -4.79895 -4.20057 0.011
H 0.99558 -6.05226 -3.21256 0.097
H 0.70917 -3.00034 -3.37657 0.069
H -1.46042 -4.83113 -3.85691 0.037
H -0.83417 -4.04966 -5.17072 0.093
H -1.52243 -3.24333 -4.07855 -0.025
H 0.17954 -3.15343 -1.33125 -0.059
C -6.19782 1.47622 -1.66378 0.101
C -4.88162 1.56219 -1.02632 0.049
C -4.00296 2.75667 -0.95762 -0.447
O -2.96262 2.83510 -0.36877 0.099
C -4.38027 3.83464 -1.92086 0.029
C -5.68319 3.83252 -2.48323 -0.005
C -6.60086 2.71577 -2.53482 -0.379
O -7.64462 2.66802 -3.22335 0.067
H -6.83662 0.63651 -1.70045 0.084
H -4.53320 0.75838 -0.30675 0.108
H -4.08899 4.93851 -1.81735 0.136
H -6.07684 4.73606 -3.12400 0.153
C -4.03861 -4.26235 -1.30595 0.052
C -4.27754 -5.72261 -1.78546 0.152
C -5.78483 -6.14320 -2.09985 -0.470
O -6.19142 -7.21185 -2.34105 0.147
C -6.65073 -5.03045 -2.17317 0.044
C -6.32319 -3.60817 -1.91933 0.085
C -4.98029 -3.25180 -1.51832 -0.509
O -4.75290 -2.09734 -1.24447 0.096
H -3.06314 -4.16504 -0.74998 0.123
H -3.50868 -6.47642 -1.97831 0.095
H -7.62595 -5.32854 -2.48602 0.104
H -7.01960 -2.85107 -2.19523 0.100
C -2.43897 2.61873 4.50019 0.019
C -1.19594 3.50691 4.37689 0.105
C 0.08348 2.70325 4.00808 -0.438
O 1.15230 3.16612 3.73181 0.074
C 0.03418 1.24234 3.95073 0.099
C -1.34660 0.48331 4.18129 0.128
C -2.53908 1.23239 4.53370 -0.516
O -3.62301 0.70997 4.53389 0.126
H -3.33572 3.30497 4.91069 0.153
H -1.39003 4.67300 4.42450 0.130
H 0.84216 0.53151 3.77415 0.085
H -1.43113 -0.46152 4.38462 0.034
C 0.17053 4.61756 0.15187 0.068
C -0.70011 5.33443 1.26221 0.164
C 0.16802 6.20507 2.25579 -0.380
O -0.45478 6.73197 3.19989 0.037
C 1.62754 6.20321 2.07310 -0.002
C 2.28475 5.27802 1.26541 0.042
C 1.55082 4.44978 0.22576 -0.462
O 2.16948 3.85803 -0.63457 0.088
H -0.44160 4.16463 -0.59329 0.084
H -1.73772 5.18160 1.37265 0.076
H 2.32302 6.49383 2.99999 0.164
H 3.33895 5.18302 1.34075 0.100
C 5.78457 2.82687 5.41505 0.070
C 4.63835 2.40756 4.45940 0.107
C 4.93852 1.16751 3.51957 -0.345
O 4.18855 0.76341 2.55132 0.008
C 6.24236 0.50754 3.68102 0.074
C 7.40479 1.13352 4.54520 0.062
C 7.13158 2.18397 5.46088 -0.524
O 8.01795 2.50177 6.20091 0.118
H 5.49799 3.69896 6.21271 0.155
H 3.65963 2.69388 4.60591 0.039
H 6.42297 -0.44063 2.99967 0.143
H 8.22699 0.47730 4.85048 0.110
```

Results
* E_tot: -3008.94129 a.u.
* largest force on an atom: 0.22795 Eh/bohr
* highest occupied orbital energy: -9.40 eV
* spin multiplicity: 1

no.,gap between HOMO and LUMO (eV)
1,6.3
2,9.1
3,6.8